# 1
56
Properties=species:S:1:pos:R:3:forces:R:3:mulliken_charge:R:1 method="wB97M-V/def2-TZVPD" s_squared=3.85 max_force_ev_per_a=2.74 spin_multiplicity=4 gap_ev="4.52 / 5.49" total_energy_ha=-3094.64420
O 0.155802 -1.180809 -3.307853 -0.8 -0.4 0.0 -0.691
H -0.400391 -1.595287 -3.987658 0.0 0.3 0.3 0.159
Co -0.083213 0.019306 0.030715 0.9 -0.3 0.8 -1.452
N 1.361362 -0.877798 -0.685058 0.4 -1.0 -1.0 1.418
N -0.767493 -1.687419 0.456171 -0.4 -1.1 -0.8 1.376
N 0.654029 1.731646 -0.193885 -1.9 1.1 1.0 1.179
N -1.331803 0.928800 1.068276 0.7 2.6 -0.5 1.005
O 2.450532 -0.412501 -1.118738 -1.0 -0.7 0.3 -0.805
O 1.777592 2.134937 -0.809845 2.1 -1.0 -1.4 -0.724
O -2.349449 0.434775 1.786268 -1.2 -2.2 0.4 -0.724
O -1.841309 -1.990005 1.071543 1.0 0.0 -0.8 -0.841
C -0.075920 -2.677267 -0.188289 0.0 0.8 0.0 0.023
C 1.119798 -2.231970 -0.790533 -0.3 0.6 -0.2 0.172
C 0.000382 2.723700 0.447088 -0.5 -1.3 0.2 0.371
C -1.126458 2.265749 1.182673 1.1 -0.4 -0.7 0.412
C 2.014243 -2.968358 -1.697445 0.3 -0.8 -0.1 -1.525
H 1.933185 -2.475538 -2.674886 0.2 -0.1 0.2 0.271
H 1.697574 -4.010529 -1.797093 0.1 0.2 0.0 0.471
H 3.061351 -2.939164 -1.361680 -0.3 0.1 -0.1 0.251
C -0.711848 -4.015002 -0.283278 0.2 -0.7 0.0 -1.497
H -1.684674 -3.947695 -0.789469 0.2 0.1 0.2 0.308
H -0.888564 -4.444662 0.712170 0.0 0.2 -0.2 0.297
H -0.092883 -4.712212 -0.855003 -0.1 0.1 0.1 0.441
C 0.563010 4.096573 0.467153 -0.1 0.6 0.1 -1.638
C -1.933396 3.106700 2.098658 -0.2 0.4 0.1 -1.715
H 1.201840 4.294629 -0.401081 -0.3 -0.1 0.2 0.435
H 1.171490 4.254708 1.372111 -0.1 0.0 -0.2 0.202
H -0.252247 4.826569 0.480417 0.2 0.0 0.1 0.420
H -2.530363 2.467056 2.754093 0.1 0.2 -0.1 0.440
H -2.609542 3.762944 1.535442 0.0 -0.1 0.1 0.326
H -1.289554 3.759981 2.704698 -0.1 -0.2 -0.1 0.339
H 2.191528 1.269492 -1.127807 -0.3 1.1 0.3 0.498
H -2.278991 -0.575709 1.590524 -0.4 1.3 0.5 0.496
C -1.146982 0.042839 -1.581570 -1.4 1.6 1.4 -1.004
H -0.519174 -0.683108 -2.564134 1.0 -0.8 -1.0 0.043
H -1.239377 1.064615 -1.989209 0.0 -0.5 -0.2 0.270
H -2.140263 -0.415931 -1.439053 0.3 0.0 -0.4 0.329
O 1.882017 0.686218 -4.001493 -0.4 0.1 0.1 -0.680
H 1.175122 0.017476 -3.785161 0.6 0.7 -0.2 0.428
H 1.502734 1.557956 -3.808608 0.1 -0.4 0.0 0.286
C 2.878227 1.500656 2.919336 -0.1 0.0 -0.1 -0.806
O 1.501435 1.091758 2.766635 0.1 -0.5 0.1 -0.327
P 1.019617 -0.201401 1.929381 0.1 0.5 0.7 1.055
O -0.003161 -0.953428 2.894270 0.8 0.3 0.7 -0.095
C 0.089479 -1.011778 4.325045 0.1 -0.2 0.3 -0.904
O 2.330140 -1.107095 1.781326 0.2 -0.3 0.5 -0.105
C 2.947890 -1.978004 2.744040 0.0 0.1 0.1 -0.805
H 2.842519 2.533064 3.276424 0.0 -0.2 -0.1 0.283
H 3.425207 1.461373 1.967376 -0.2 0.0 0.2 0.320
H 3.386463 0.878123 3.668190 -0.2 0.1 -0.2 0.306
H 0.987400 -0.513265 4.724453 -0.3 -0.1 -0.3 0.308
H -0.800983 -0.539513 4.746762 0.1 0.0 -0.1 0.279
H 0.108850 -2.072901 4.604001 0.0 0.3 0.0 0.282
H 3.777705 -1.445865 3.221211 -0.1 -0.1 0.0 0.298
H 2.240366 -2.331492 3.512212 0.2 0.2 -0.4 0.297
H 3.343050 -2.827440 2.180267 -0.1 0.1 0.2 0.249

# 2
56
Properties=species:S:1:pos:R:3:forces:R:3:mulliken_charge:R:1 method="wB97M-V/def2-TZVPD" max_force_ev_per_a=2.47 spin_multiplicity=1 gap_ev=9.43 total_energy_ha=-2115.20583
N 3.519953 -5.674675 2.902838 -0.2 0.0 -0.1 -0.772
P 2.776436 -5.083671 1.700736 1.7 -0.6 1.7 0.971
O 3.399509 -5.486666 0.295084 -0.7 -0.2 -0.2 -0.439
O 2.768677 -3.501423 1.715912 -1.1 -0.4 -0.1 -0.432
O 1.213687 -5.596541 1.767675 0.0 0.7 -0.8 -0.326
P 0.143985 -5.111579 0.684044 -0.8 -0.4 -1.5 0.810
O 0.624432 -4.935763 -0.680479 0.4 0.3 -0.1 -0.580
O -1.019629 -6.195689 0.731875 0.6 -0.1 0.9 -0.526
O -0.491963 -3.802572 1.286966 -0.2 -0.5 0.5 -0.261
H 4.293495 -6.253399 2.611586 0.1 -0.2 0.2 0.237
H 3.996661 -4.789087 0.011893 0.0 0.2 -0.3 0.350
H 1.906969 -3.093335 1.517734 0.2 0.5 -0.3 0.431
H -0.747735 -6.939974 1.281580 -0.3 -0.2 0.0 0.324
H -0.682705 -3.196540 0.560467 0.3 0.4 0.1 0.212
O 0.905108 -1.740582 0.407066 -0.2 0.1 0.0 -0.519
C 0.868149 -0.982196 -0.534513 -0.1 0.3 -0.1 0.727
O 1.991245 -0.382053 -0.909833 0.3 -0.2 0.0 -0.378
C 2.106827 0.385210 -2.119085 0.0 0.4 -0.2 -0.577
C 1.651932 1.814515 -1.922625 0.0 -0.2 0.2 -0.665
C -0.429875 -0.643747 -1.226737 0.0 -0.3 -0.2 -1.114
H 1.581059 -0.108823 -2.937026 -0.1 0.0 0.1 0.377
H 3.165431 0.357385 -2.369406 0.0 -0.1 0.1 0.320
H 0.601676 1.871455 -1.654336 0.0 0.0 -0.1 0.221
H 1.799686 2.393353 -2.832639 0.0 0.0 0.0 0.263
H 2.217045 2.281718 -1.115844 0.1 0.0 0.0 0.284
H -0.923851 0.153128 -0.672140 0.0 0.0 0.0 0.302
H -1.065852 -1.526947 -1.222352 0.0 0.0 0.1 0.323
H -0.312105 -0.340083 -2.262443 0.0 0.1 0.1 0.344
O -0.650375 3.715340 -2.508484 -0.1 0.0 0.1 -0.534
C -0.672831 4.462662 -3.446617 -0.3 0.2 0.0 0.788
O 0.474329 5.055449 -3.824314 0.2 -0.2 0.0 -0.374
C 0.605161 5.814938 -5.030143 0.0 0.2 -0.1 -0.442
C 0.182417 7.256156 -4.838833 -0.1 0.0 0.1 -0.976
C -1.961334 4.814718 -4.153411 0.1 -0.3 -0.3 -1.064
H 0.071414 5.332053 -5.849719 -0.1 0.0 0.0 0.368
H 1.663951 5.771571 -5.278184 0.0 -0.1 0.1 0.344
H -0.871583 7.334163 -4.572194 0.0 0.0 -0.1 0.277
H 0.348623 7.826020 -5.752902 0.0 0.0 0.0 0.354
H 0.755974 7.711927 -4.032330 0.1 0.0 0.0 0.308
H -2.450406 5.619567 -3.606869 0.0 0.0 0.0 0.285
H -2.603968 3.938529 -4.140447 0.0 0.0 0.2 0.310
H -1.834268 5.110166 -5.191909 0.0 0.1 0.1 0.344
O -2.701516 1.043790 6.600640 0.0 0.1 0.1 -0.564
C -2.508547 0.070306 5.929485 -0.2 -0.1 -0.2 0.719
O -1.261407 -0.183337 5.491296 0.2 0.0 0.2 -0.378
C -0.892717 -1.406539 4.846681 0.0 -0.1 -0.2 -0.682
C -1.168889 -1.371677 3.358926 -0.1 0.2 0.0 -0.320
C -3.643820 -0.831544 5.496544 0.1 -0.3 0.3 -0.870
H -1.369036 -2.257785 5.335158 0.0 0.0 0.0 0.393
H 0.177235 -1.507142 5.019178 0.0 0.1 0.1 0.341
H -2.233963 -1.253432 3.151483 0.0 -0.1 0.0 0.290
H -0.826609 -2.288316 2.883480 0.0 0.0 0.1 0.060
H -0.655490 -0.526255 2.899745 0.1 0.0 0.0 0.270
H -4.104465 -0.410000 4.604481 0.0 0.0 0.0 0.230
H -4.379150 -0.854454 6.296328 -0.1 0.2 0.0 0.311
H -3.346978 -1.858290 5.296931 0.0 0.1 -0.1 0.306

# 3
46
Properties=species:S:1:pos:R:3:forces:R:3:mulliken_charge:R:1 method="wB97M-V/def2-TZVPD" max_force_ev_per_a=9.30 spin_multiplicity=1 gap_ev=9.41 relative_energy_kj_mol=242.59 total_energy_ha=-830.15952
C -2.149267 5.347626 1.529589 0.0 -0.7 1.0 -0.582
N -2.455207 4.286941 0.474128 1.9 0.6 1.0 -0.421
C -1.175706 4.185871 -0.342568 0.3 0.1 -1.0 -0.483
C -0.090757 3.090732 0.233448 -0.6 -5.9 1.1 0.630
O -0.394525 1.778404 0.433665 1.6 9.1 -1.0 -0.460
O 1.286369 3.535842 0.497448 -3.1 -0.7 0.7 -0.326
C 1.451384 4.078125 1.855163 0.1 1.6 0.8 -0.605
H -3.011767 5.340346 2.327309 1.6 0.3 -1.7 0.292
H -1.985687 6.398336 1.038305 -0.4 -2.1 1.0 0.248
H -1.177286 4.982890 2.085583 -1.7 1.2 -0.8 0.147
H -2.602687 3.397986 1.014567 0.3 1.0 -1.0 0.272
H -1.499975 3.917301 -1.459548 1.1 0.2 2.5 0.247
H -0.647731 5.253916 -0.370994 -1.1 -2.5 0.1 0.284
H 2.596557 4.031563 2.122358 -2.5 -0.2 -0.6 0.242
H 1.149768 5.230715 1.846921 0.6 -2.4 0.0 0.225
H 0.774351 3.572723 2.672219 1.5 0.6 -1.7 0.300
C 1.152290 0.137292 -1.344660 0.2 -0.2 0.0 -0.769
C 0.597334 -0.847779 -2.359324 0.1 0.1 0.0 -0.308
O 1.191123 -0.729704 -3.650821 -0.1 0.0 -0.2 -0.459
C 2.595944 -0.947457 -3.727793 -0.1 0.0 0.0 -0.296
C 3.021273 -2.333695 -3.276760 -0.1 -0.1 0.1 -1.008
H 1.040173 1.165515 -1.706449 0.0 -0.2 0.1 0.193
H 0.624219 0.040720 -0.390109 0.2 0.0 -0.3 0.414
H 2.216431 -0.028737 -1.155429 -0.1 0.0 0.0 0.209
H -0.473304 -0.653696 -2.487436 0.2 0.0 -0.2 0.279
H 0.682832 -1.877939 -1.995720 0.1 0.0 0.0 0.199
H 3.129554 -0.168998 -3.171925 0.0 -0.1 0.1 0.285
H 2.874549 -0.819913 -4.779484 -0.3 0.1 0.1 0.332
H 2.792207 -2.505954 -2.222399 0.1 0.0 0.0 0.253
H 4.098383 -2.464919 -3.410789 -0.1 0.0 0.0 0.386
H 2.498753 -3.102481 -3.854449 0.1 0.1 0.0 0.275
C -0.124552 -4.841862 2.384788 0.0 0.1 0.2 -1.029
C -0.971243 -4.763607 1.125868 -0.1 0.1 0.1 -0.122
O -2.259918 -4.191449 1.341360 0.0 -0.2 0.0 -0.430
C -2.289139 -2.854916 1.830940 0.0 0.0 -0.1 -0.599
C -1.616560 -1.854859 0.907079 0.1 0.0 -0.1 -0.710
H -0.648638 -5.403964 3.165863 0.1 0.0 -0.1 0.287
H 0.828684 -5.338044 2.173843 -0.1 0.0 0.0 0.389
H 0.097765 -3.850258 2.788602 0.1 -0.1 -0.1 0.258
H -1.137831 -5.779662 0.751401 -0.2 0.2 0.0 0.325
H -0.445270 -4.223940 0.330343 0.0 0.0 0.1 0.113
H -1.861991 -2.812675 2.838654 0.1 0.0 0.0 0.325
H -3.345291 -2.582816 1.933144 0.1 -0.3 -0.1 0.359
H -0.550140 -2.062444 0.790982 0.0 0.1 0.1 0.183
H -1.718760 -0.840863 1.302953 0.0 -0.1 -0.1 0.364
H -2.066713 -1.890209 -0.089863 0.0 0.0 0.1 0.288

# 4
47
Properties=species:S:1:pos:R:3:forces:R:3:mulliken_charge:R:1 method="wB97M-V/def2-TZVPD" max_force_ev_per_a=9.93 spin_multiplicity=1 gap_ev=9.56 total_energy_ha=-1514.72124
C 7.638578 -1.453915 4.833889 -2.4 4.2 -8.7 -0.369
C 7.492825 -0.812547 3.566732 0.0 -3.6 8.2 -0.140
C 7.069803 0.055110 2.200787 2.3 -0.4 1.5 -0.503
P 5.264408 -0.439812 1.776317 0.3 -0.5 0.7 0.216
C 3.449405 -1.078969 1.530591 -0.5 -1.0 0.6 -0.825
S 2.376558 -0.085663 2.743254 -6.1 1.9 -3.0 0.718
O 2.173022 1.335979 2.121972 1.5 -4.6 2.3 -0.563
O 1.033435 -0.822641 3.018605 4.8 1.9 -0.4 -0.579
H 7.350162 -2.046798 5.829316 1.1 1.6 -2.9 0.309
H 7.734363 -0.296634 1.303713 -0.9 0.7 1.8 0.351
H 7.207838 1.210324 2.427578 -0.2 -2.5 -0.5 0.322
H 5.359032 0.040173 0.419547 0.0 -0.2 0.7 0.059
H 5.633989 -1.826402 2.091977 -0.1 0.9 -0.3 0.052
H 4.802016 0.501781 2.779833 0.3 -0.4 -0.5 -0.006
H 3.400883 -2.191544 1.905496 -0.1 2.1 -0.8 0.369
H 3.094233 -0.995633 0.418761 0.0 0.1 2.4 0.380
H 3.021249 0.079802 3.984162 0.0 -0.4 -1.1 0.206
C -1.272460 -0.659305 -1.784621 -0.1 0.1 0.1 -0.865
C -0.525684 -1.897102 -2.247776 0.1 0.0 0.1 -0.568
O 0.529246 -2.287343 -1.368786 0.1 0.0 -0.1 -0.413
C 0.151788 -2.613014 -0.033615 -0.1 0.0 0.0 0.066
C -0.826725 -3.770401 0.055454 -0.1 -0.1 -0.1 -1.264
H -0.582229 0.182709 -1.663929 -0.1 -0.1 -0.1 0.295
H -2.040221 -0.381948 -2.514845 0.1 0.0 0.1 0.425
H -1.766666 -0.816368 -0.823682 -0.1 0.0 -0.1 0.245
H -0.061423 -1.687084 -3.217324 0.1 -0.1 0.2 0.333
H -1.210621 -2.736553 -2.410963 0.0 0.0 0.1 0.345
H -0.236214 -1.725834 0.476293 0.0 0.0 0.0 0.266
H 1.072888 -2.890548 0.492506 -0.1 0.1 -0.2 0.144
H -1.772506 -3.544454 -0.443275 0.0 0.0 0.1 0.279
H -1.048021 -4.004454 1.101938 0.1 0.1 -0.1 0.409
H -0.409633 -4.663124 -0.424037 0.0 0.1 0.1 0.305
C -4.703966 2.078723 -0.181663 -0.1 -0.1 0.1 -1.080
C -3.792676 2.555875 -1.297999 0.0 -0.1 -0.1 -0.293
O -4.194797 2.106709 -2.591961 0.1 0.0 0.0 -0.383
C -5.488778 2.514194 -3.028753 0.1 0.0 0.0 -0.354
C -5.654800 4.021002 -3.112011 0.1 0.2 0.0 -1.012
H -4.762066 0.984855 -0.174671 0.1 0.1 0.0 0.282
H -4.326076 2.416387 0.789313 0.0 -0.1 -0.2 0.389
H -5.721376 2.458759 -0.294629 0.0 0.1 0.1 0.298
H -2.787260 2.155922 -1.128160 -0.2 0.0 -0.2 0.298
H -3.693993 3.647051 -1.291344 -0.1 0.0 0.0 0.300
H -6.260039 2.064861 -2.395588 0.0 0.1 0.1 0.308
H -5.628555 2.089589 -4.029965 0.2 0.0 0.2 0.319
H -5.538111 4.498933 -2.136178 -0.1 0.0 0.0 0.261
H -6.649439 4.275738 -3.492385 0.1 -0.1 0.0 0.380
H -4.901386 4.453616 -3.779876 -0.1 -0.1 0.1 0.287